Entry 1:
This record from the Open Molecules 2025 dataset describes a 6-piece molecular cluster, C22H37NO15 overall in a non-equilibrium geometry. The level of theory is the ωB97M-V functional and the def2-TZVPD basis.

## Properties
Highest occupied orbital energy: -10.180 eV
Electronic energy: -2043.66481 hartree
Relative energy (zero: lowest compared OMol25 entry of this formula, charge and spin): 454.6 kJ/mol
SMILES: C[C@H]1COC(=O)O1.C[C@H]1COC(=O)O1.C[C@H]1COC(=O)O1.COC(=O)OC.COC(=O)OC.CCCC#N

```
! RIJCOSX wB97M-V def2-TZVPD def2/J DEFGRID3
* xyz 0 1
C 2.131 3.692 -2.486
C 1.631 3.378 -3.829
C 2.712 2.963 -4.800
O 2.138 1.905 -5.567
C 1.052 1.580 -4.978
O 0.305 0.638 -5.258
O 0.740 2.290 -3.793
H 1.388 3.981 -1.687
H 3.035 4.388 -2.571
H 2.429 2.855 -1.939
H 1.098 4.190 -4.229
H 3.500 2.527 -4.278
H 3.022 3.751 -5.442
C -1.815 3.387 0.362
C -1.835 4.928 0.412
C -2.086 5.484 -0.937
O -3.448 5.755 -0.797
C -3.809 5.935 0.449
O -4.879 6.398 0.832
O -2.874 5.445 1.252
H -1.620 3.021 1.406
H -0.961 3.117 -0.245
H -2.752 3.037 -0.036
H -0.876 5.388 0.813
H -1.851 4.785 -1.624
H -1.719 6.435 -1.241
C 1.357 -2.221 3.486
C 0.253 -1.637 2.486
C -1.134 -2.121 2.872
O -1.817 -1.080 3.368
C -1.064 -0.022 3.191
O -1.313 1.143 3.492
O 0.104 -0.280 2.709
H 2.311 -1.916 3.117
H 1.329 -3.324 3.589
H 1.191 -1.944 4.500
H 0.437 -2.037 1.478
H -1.098 -2.751 3.784
H -1.591 -2.558 2.016
C 2.879 -5.905 2.039
O 3.012 -4.714 1.280
C 2.032 -4.272 0.484
O 0.897 -5.085 0.482
O 2.234 -3.147 -0.302
C 1.285 -2.750 -1.127
H 2.002 -5.944 2.625
H 3.581 -5.772 2.851
H 3.091 -6.801 1.478
H 1.028 -3.567 -1.846
H 1.612 -1.932 -1.795
H 0.367 -2.537 -0.637
C -2.922 -1.047 -0.481
O -4.100 -1.528 0.156
C -4.088 -2.809 0.459
O -2.940 -3.596 0.324
O -5.232 -3.326 0.891
C -5.368 -4.734 0.968
H -2.077 -1.503 -0.060
H -2.921 0.023 -0.381
H -2.696 -1.362 -1.441
H -4.727 -5.200 1.734
H -5.153 -5.205 0.019
H -6.372 -5.066 1.179
C 3.710 0.283 -0.700
C 3.065 0.388 0.709
C 1.796 1.284 0.794
C 0.750 0.817 -0.093
N -0.081 0.420 -0.771
H 4.055 -0.752 -0.830
H 4.476 1.011 -1.023
H 2.971 0.410 -1.480
H 3.808 0.458 1.420
H 2.609 -0.636 0.909
H 2.219 2.237 0.440
H 1.571 1.351 1.849
*
```

***

Entry 2:
This record from the Open Molecules 2025 dataset describes a 2-piece molecular cluster, C22H38BrF2O4SSi overall in a non-equilibrium geometry. The level of theory is the ωB97M-V functional and the def2-TZVPD basis.

## Properties
Highest occupied orbital energy: -11.139 eV
Electronic energy: -4623.04775 hartree

```
! RIJCOSX wB97M-V def2-TZVPD def2/J DEFGRID3
* xyz 1 1
C 6.837 -0.862 3.463
C 5.871 -2.069 3.103
O 6.516 -2.925 2.145
C 6.077 -2.706 0.808
C 7.144 -1.949 -0.089
O 7.287 -0.556 0.243
C 6.645 0.286 -0.717
C 5.108 0.278 -0.386
O 4.431 1.519 -0.830
C 3.065 1.303 -0.615
S 2.337 2.808 0.255
Br 2.796 2.737 2.421
C 0.514 2.644 -0.056
F 0.210 2.465 -1.385
F -0.054 3.819 0.413
C -0.187 1.466 0.759
C -1.724 1.831 0.867
Si -2.882 0.354 1.215
C -4.564 0.802 0.396
C -3.262 0.153 3.082
C -2.349 -1.292 0.442
C -1.542 -1.475 -0.764
C -1.253 -2.835 -1.250
C -1.758 -4.029 -0.588
C -2.551 -3.867 0.633
C -2.827 -2.526 1.111
H 6.834 -0.659 4.566
H 6.479 0.029 2.880
H 7.867 -1.142 3.137
H 5.659 -2.709 4.003
H 4.900 -1.631 2.753
H 5.067 -2.232 0.716
H 5.986 -3.730 0.335
H 6.797 -2.119 -1.154
H 8.162 -2.411 -0.009
H 7.005 1.345 -0.645
H 6.794 -0.066 -1.770
H 4.542 -0.561 -0.888
H 4.939 0.222 0.729
H 2.816 0.424 0.030
H 2.545 1.285 -1.618
H 0.030 0.474 0.292
H 0.267 1.476 1.790
H -1.821 2.530 1.747
H -2.039 2.327 -0.084
H -4.374 0.802 -0.729
H -5.317 0.002 0.599
H -4.897 1.832 0.692
H -4.374 -0.020 3.177
H -3.054 1.135 3.587
H -2.739 -0.707 3.568
H -1.153 -0.578 -1.301
H -0.648 -3.001 -2.178
H -1.583 -5.068 -0.943
H -2.989 -4.719 1.202
H -3.450 -2.421 2.027
C -6.887 2.852 -3.606
C -7.775 1.633 -3.456
C -6.765 0.545 -3.143
O -5.678 1.173 -2.445
C -5.823 2.597 -2.554
H -7.409 3.798 -3.461
H -6.433 2.861 -4.602
H -8.452 1.770 -2.607
H -8.376 1.415 -4.339
H -6.363 0.100 -4.059
H -7.184 -0.251 -2.525
H -6.134 2.978 -1.575
H -4.861 3.044 -2.813
*
```

***

Entry 3:
This record from the Open Molecules 2025 dataset describes C22H38CoO3P2S as an isolated structure in a non-equilibrium geometry. The level of theory is the ωB97M-V functional and the def2-TZVPD basis.

## Properties
Highest occupied orbital energy (spin up / spin down): -6.345 / -7.224 eV
Electronic energy: -3550.20157 hartree
Relative energy (zero: lowest compared OMol25 entry of this formula, charge and spin): 16.8 kJ/mol
Expectation value of S²: 3.771

```
! RIJCOSX wB97M-V def2-TZVPD def2/J DEFGRID3
* xyz 0 4
P -1.900 -2.770 -1.778
P -1.004 -0.054 -2.391
C -2.294 -2.077 -3.577
C -1.046 -1.311 -3.853
H -3.163 -1.416 -3.440
H -2.542 -2.833 -4.334
H -0.161 -1.983 -3.818
H -1.087 -0.772 -4.810
C -2.293 1.223 -2.839
H -2.114 2.079 -2.172
H -3.347 0.928 -2.740
H -2.090 1.547 -3.867
C 0.223 0.907 -3.427
H -0.145 0.924 -4.462
H 1.201 0.429 -3.437
H 0.319 1.936 -3.061
C -3.034 -4.104 -2.175
H -2.824 -5.026 -1.614
H -2.914 -4.334 -3.239
H -4.050 -3.742 -1.997
C -0.328 -3.738 -1.744
H 0.491 -3.225 -2.252
H -0.509 -4.712 -2.222
H -0.014 -3.846 -0.700
Co -1.772 -1.083 -0.849
C 2.808 3.524 -1.479
C 1.612 2.966 -1.270
C 1.516 1.710 -0.434
C 2.399 0.440 -0.772
C 2.969 0.286 -2.142
C 3.979 0.953 -2.712
C 4.786 2.066 -2.128
C 4.101 2.895 -1.027
C -1.770 -2.678 0.532
H 2.949 4.481 -2.018
H 0.643 3.434 -1.550
H 0.473 1.345 -0.385
H 1.799 1.978 0.610
H 3.172 0.321 0.010
H 1.743 -0.435 -0.624
H 2.544 -0.553 -2.716
H 4.369 0.612 -3.674
H 5.060 2.789 -2.904
H 5.752 1.686 -1.763
H 3.974 2.279 -0.131
H 4.781 3.704 -0.731
H -0.899 -2.379 1.135
H -1.639 -3.748 0.297
H -2.702 -2.548 1.098
C -0.074 1.746 7.995
C -0.603 1.107 6.742
C -1.475 0.009 6.800
C -1.982 -0.581 5.645
C -1.645 -0.044 4.358
C -0.631 0.941 4.314
C -0.195 1.547 5.479
S -1.894 0.452 1.614
O -2.290 -0.448 3.264
O -2.856 -0.306 0.744
O -0.514 -0.049 1.372
H -0.867 2.201 8.600
H 0.431 1.003 8.625
H 0.645 2.536 7.754
H -1.747 -0.375 7.784
H -2.652 -1.435 5.723
H -0.182 1.242 3.370
H 0.504 2.378 5.396
*
```

***

Entry 4:
This record from the Open Molecules 2025 dataset describes a 2-piece molecular cluster, C22H38F7N2O2S overall in a non-equilibrium geometry. The level of theory is the ωB97M-V functional and the def2-TZVPD basis.

## Properties
Highest occupied orbital energy: -9.883 eV
Electronic energy: -2217.99489 hartree

```
! RIJCOSX wB97M-V def2-TZVPD def2/J DEFGRID3
* xyz 1 1
C 1.221 0.441 3.651
C 2.008 -0.763 3.136
C 1.145 -1.991 2.861
C -0.133 -1.718 2.080
C 0.138 -1.061 0.721
C 0.899 -1.984 -0.243
C 0.495 -1.847 -1.716
C 0.068 -0.436 -2.133
C -1.463 -0.193 -2.145
C -1.909 1.054 -1.371
C -2.952 0.780 -0.284
C -3.776 2.016 0.125
C -3.914 2.189 1.635
C -2.697 2.781 2.363
C -1.918 3.819 1.577
N -0.819 3.125 0.771
S 0.803 3.677 1.251
O 0.832 5.077 1.060
O 1.047 3.102 2.524
C 1.845 2.768 0.003
F 1.090 2.620 -1.114
F 2.117 1.550 0.518
C 3.170 3.514 -0.290
F 3.830 3.607 0.889
F 2.913 4.737 -0.776
C 4.091 2.753 -1.302
F 5.115 3.586 -1.589
F 4.560 1.618 -0.741
F 3.411 2.465 -2.423
H 0.511 0.799 2.912
H 1.916 1.256 3.823
H 0.695 0.189 4.564
H 2.716 -1.027 3.913
H 2.567 -0.470 2.251
H 0.884 -2.451 3.811
H 1.726 -2.738 2.329
H -0.645 -2.657 1.893
H -0.807 -1.076 2.641
H 0.689 -0.137 0.856
H -0.831 -0.859 0.278
H 1.968 -1.820 -0.142
H 0.734 -3.007 0.084
H 1.352 -2.126 -2.321
H -0.285 -2.555 -1.977
H 0.527 0.297 -1.474
H 0.462 -0.233 -3.121
H -1.772 -0.123 -3.181
H -1.963 -1.068 -1.744
H -1.017 1.542 -0.976
H -2.352 1.754 -2.077
H -2.509 0.309 0.591
H -3.624 0.042 -0.704
H -3.411 2.907 -0.382
H -4.779 1.873 -0.260
H -4.077 1.202 2.056
H -4.804 2.754 1.881
H -3.050 3.282 3.257
H -2.023 2.011 2.730
H -2.520 4.387 0.885
H -1.448 4.519 2.256
H -0.985 3.257 -0.232
H -0.870 2.112 0.939
N 1.094 -5.659 -2.464
C 0.123 -6.615 -2.595
C -0.244 -6.661 -3.912
C 0.538 -5.697 -4.605
C 1.354 -5.097 -3.685
H 1.548 -5.411 -1.606
H -0.218 -7.179 -1.744
H -0.987 -7.316 -4.335
H 0.506 -5.475 -5.658
H 2.095 -4.323 -3.794
*
```

***

Entry 5:
This record from the Open Molecules 2025 dataset describes C22H38Hg2O30PS5 as an isolated structure in a non-equilibrium geometry. The level of theory is the ωB97M-V functional and the def2-TZVPD basis.

## Properties
Highest occupied orbital energy: -12.991 eV
Electronic energy: -5756.99428 hartree
Relative energy (zero: lowest compared OMol25 entry of this formula, charge and spin): 0.0 kJ/mol

```
! RIJCOSX wB97M-V def2-TZVPD def2/J DEFGRID3
* xyz 1 1
Hg -1.451 1.626 1.276
Hg 0.138 -1.787 2.384
P 0.056 -0.208 0.317
O -1.272 -0.631 1.095
O -0.521 0.890 -0.609
O 0.848 -1.472 0.110
O 0.391 0.464 1.696
C 0.529 -1.393 -3.058
C 1.456 -0.140 -3.061
O 2.059 -0.057 -4.331
S 1.258 -0.983 -5.452
O 2.201 -1.619 -6.328
O 0.169 -0.232 -6.001
O 0.735 -2.026 -4.312
H -0.532 -1.161 -2.946
H 0.763 -1.997 -2.184
H 2.108 -0.371 -2.220
H 0.853 0.747 -2.880
C 1.396 3.016 4.192
C 0.264 3.136 5.201
O 0.824 2.830 6.460
S 2.382 3.333 6.529
O 3.110 2.330 7.234
O 2.463 4.705 6.944
O 2.603 3.290 4.918
H 1.376 3.830 3.471
H 1.354 2.029 3.732
H -0.461 2.338 5.034
H -0.187 4.128 5.166
C -4.255 1.373 -2.337
C -2.769 0.965 -2.620
O -2.705 1.027 -4.018
S -3.502 2.283 -4.595
O -3.920 2.049 -5.935
O -2.799 3.487 -4.289
O -4.730 2.012 -3.542
H -4.240 2.023 -1.465
H -4.949 0.538 -2.291
H -2.432 -0.019 -2.307
H -2.108 1.688 -2.143
C 2.835 -3.556 -1.254
C 2.722 -4.048 -2.730
O 3.434 -5.260 -2.745
S 3.970 -5.717 -1.267
O 5.293 -6.256 -1.339
O 2.916 -6.422 -0.583
O 4.035 -4.181 -0.801
H 2.026 -3.939 -0.627
H 2.918 -2.491 -1.063
H 3.145 -3.358 -3.465
H 1.690 -4.092 -3.086
C 3.166 1.684 0.764
C 3.145 2.139 -0.700
O 4.155 3.140 -0.872
S 4.913 3.443 0.572
O 4.175 4.464 1.286
O 6.324 3.577 0.449
O 4.517 1.965 1.101
H 2.885 0.667 1.018
H 2.549 2.334 1.395
H 2.169 2.398 -1.101
H 3.582 1.308 -1.262
O -0.726 -3.838 1.916
C -1.173 -4.377 0.916
O -1.047 -5.678 0.745
C -1.341 -5.988 -0.657
C -2.403 -4.965 -0.977
C -1.940 -3.724 -0.217
H -1.677 -7.014 -0.763
H -0.412 -5.845 -1.209
H -3.410 -5.269 -0.691
H -2.489 -4.731 -2.040
H -2.691 -3.098 0.263
H -1.262 -3.068 -0.766
O -1.846 -1.781 3.609
C -3.052 -1.962 3.555
O -3.564 -3.142 3.760
C -4.988 -3.178 3.615
C -5.414 -1.702 3.598
C -4.139 -1.021 3.079
H -5.432 -3.682 4.470
H -5.261 -3.702 2.702
H -5.837 -1.313 4.523
H -6.244 -1.519 2.911
H -3.949 -0.043 3.518
H -4.066 -1.048 1.991
O -0.196 3.665 1.141
C 0.358 4.446 0.384
O 1.320 5.246 0.747
C 1.812 6.066 -0.323
C 1.317 5.333 -1.587
C 0.118 4.539 -1.098
H 2.884 6.241 -0.292
H 1.357 7.043 -0.145
H 2.060 4.689 -2.053
H 1.052 6.092 -2.323
H 0.085 3.538 -1.530
H -0.872 4.956 -1.297
*
```

***

Entry 6:
This record from the Open Molecules 2025 dataset describes a 2-piece molecular cluster, C22H38N2O6P2S overall in a non-equilibrium geometry. The level of theory is the ωB97M-V functional and the def2-TZVPD basis.

## Properties
Highest occupied orbital energy: -8.331 eV
Electronic energy: -2502.59232 hartree
SMILES: C#C[C@@]1(P(O)(O)=S)NC(=O)[C@](CCCC(=O)OCC)(P(CC)CC)[C@H]1CCCOC.CC#N

```
! RIJCOSX wB97M-V def2-TZVPD def2/J DEFGRID3
* xyz 0 1
C -0.967 2.604 5.201
C -0.872 1.456 4.553
C -0.826 0.075 3.682
P -0.869 -1.240 5.053
O -0.734 -0.421 6.586
O -2.336 -2.130 5.136
S 0.585 -2.523 5.006
N -2.198 0.146 3.019
C -2.174 -0.690 1.785
O -3.063 -1.393 1.213
C -0.656 -0.498 1.174
C -0.939 0.611 0.015
C 0.194 0.652 -1.146
C 0.614 2.158 -1.573
C -0.410 2.620 -2.751
O -0.159 2.166 -3.925
O -1.529 3.509 -2.562
C -2.598 2.883 -1.793
C -4.064 3.515 -2.043
P -0.350 -2.271 0.478
C -1.138 -2.472 -1.242
C -2.207 -3.687 -1.328
C 1.497 -2.612 0.219
C 1.683 -4.138 -0.373
C 0.242 -0.041 2.475
C 1.375 1.093 2.275
C 2.903 0.477 2.299
C 3.524 0.316 0.807
O 4.918 0.794 0.711
C 5.789 -0.285 0.235
H -0.952 3.530 5.886
H -1.639 -0.241 6.946
H -3.068 -1.675 4.649
H -2.349 1.095 2.596
H -0.947 1.645 0.564
H -2.004 0.375 -0.400
H 1.100 0.034 -0.801
H -0.269 0.110 -2.071
H 1.659 2.066 -2.084
H 0.650 2.890 -0.686
H -2.680 1.738 -1.961
H -2.340 3.023 -0.665
H -4.404 4.190 -1.172
H -4.033 4.116 -3.029
H -4.797 2.627 -2.167
H -0.317 -2.696 -2.032
H -1.682 -1.519 -1.609
H -1.852 -4.588 -0.704
H -2.326 -3.955 -2.456
H -3.236 -3.286 -0.988
H 2.124 -2.552 1.191
H 2.021 -1.925 -0.547
H 2.281 -4.134 -1.375
H 0.638 -4.615 -0.495
H 2.307 -4.808 0.344
H 0.896 -1.002 2.605
H 1.301 1.633 1.241
H 1.373 1.929 3.064
H 2.976 -0.487 2.936
H 3.563 1.266 2.855
H 3.578 -0.831 0.601
H 2.941 0.892 -0.004
H 5.332 -0.873 -0.654
H 6.791 0.156 -0.146
H 6.059 -1.041 1.080
C -0.871 1.247 -6.835
C -0.247 0.700 -8.091
N 0.248 0.265 -9.090
H -0.095 1.460 -6.097
H -1.411 2.169 -7.059
H -1.568 0.518 -6.418
*
```

***

electronic energy of number 3 (C22H38CoO3P2S)?
-3550.20157 hartree